The following is a DFT calculation (the ωB97M-V functional and the def2-TZVPD basis) of a cluster of 9 separate species, C33H50O29S in total.

- ΔE to the lowest compared entry with this formula, charge and spin (kJ/mol) = 0.0
- E (hartree) = -3867.67709
- max |F| (eV/Å) = 0.30
- structure (SMILES) = CC[C@@]1(C)OS(=O)(=O)O[C@@H]1CCCOC.O=C1OCCO1.O=C1OCCO1.O=C1OCCO1.O=C1OCCO1.O=C1OCCO1.O=C1OCCO1.O=C1OCCO1.O=C1OCCO1

Bonds (Å) are listed after each position.
Cartesian coordinates (Å):
1 C -1.95400 4.15526 -1.02102  C2 1.531, H16 1.091, H17 1.089, H18 1.089
2 C -2.51984 2.73311 -0.98117  C1 1.531, C3 1.534, H19 1.084, H20 1.093
3 C -1.52105 1.66023 -0.53025  C2 1.534, C4 1.517, O5 1.478, C10 1.547
4 C -0.51474 1.37819 -1.62925  C3 1.517, H21 1.085, H22 1.087, H23 1.088
5 O -0.82965 2.11248 0.69571  C3 1.478, S6 1.583
6 S -1.82194 2.01183 1.92464  O5 1.583, O7 1.423, O8 1.426, O9 1.576
7 O -2.47062 3.25400 2.17346  S6 1.423
8 O -1.11143 1.36152 2.97591  S6 1.426
9 O -2.87465 1.05095 1.25102  S6 1.576, C10 1.473
10 C -2.29058 0.44606 0.04136  C3 1.547, O9 1.473, C11 1.552, H24 1.088
11 C -1.60856 -0.86896 0.50588  C10 1.552, C12 1.539, H25 1.091, H26 1.091
12 C -0.19251 -1.31773 0.10188  C11 1.539, C13 1.534, H27 1.086, H28 1.091
13 C 0.83475 -0.88650 1.15682  C12 1.534, O14 1.411, H29 1.097, H30 1.094
14 O 2.17927 -1.05525 0.76519  C13 1.411, C15 1.414
15 C 2.64633 -0.03973 -0.10036  O14 1.414, H31 1.091, H32 1.089, H33 1.098
16 H -1.49677 4.38032 -1.98526  C1 1.091
17 H -2.75950 4.87238 -0.86714  C1 1.089
18 H -1.21422 4.32914 -0.24149  C1 1.089
19 H -3.39887 2.68892 -0.34781  C2 1.084
20 H -2.83030 2.45782 -1.99234  C2 1.093
21 H 0.49723 1.34108 -1.24054  C4 1.085
22 H -0.71143 0.42466 -2.11285  C4 1.087
23 H -0.55611 2.16173 -2.38317  C4 1.088
24 H -3.13340 0.22240 -0.60996  C10 1.088
25 H -2.31052 -1.66029 0.23923  C11 1.091
26 H -1.62325 -0.83696 1.59627  C11 1.091
27 H 0.12057 -1.01999 -0.89489  C12 1.086
28 H -0.20483 -2.40908 0.08843  C12 1.091
29 H 0.64977 0.13961 1.49785  C13 1.097
30 H 0.70750 -1.54439 2.02112  C13 1.094
31 H 2.15672 -0.08647 -1.07462  C15 1.091
32 H 3.71785 -0.19203 -0.21807  C15 1.089
33 H 2.46960 0.95187 0.33735  C15 1.098
34 O 1.72794 -0.47578 -3.37403  C35 1.193
35 C 2.54887 -1.25823 -3.74284  O34 1.193, O36 1.346, O39 1.349
36 O 3.22879 -2.08975 -2.93235  C35 1.346, C37 1.439
37 C 3.95325 -3.02890 -3.74637  O36 1.439, C38 1.516, H40 1.085, H41 1.088
38 C 4.07916 -2.27758 -5.05668  C37 1.516, O39 1.435, H42 1.091, H43 1.086
39 O 2.92501 -1.42451 -5.02778  C35 1.349, C38 1.435
40 H 4.90189 -3.26461 -3.27609  C37 1.085
41 H 3.36499 -3.93879 -3.84924  C37 1.088
42 H 4.97043 -1.64889 -5.09614  C38 1.091
43 H 4.03846 -2.91750 -5.93259  C38 1.086
44 O -6.42295 1.35632 -0.50628  C45 1.192
45 C -6.37155 2.11430 0.41161  O44 1.192, O46 1.348, O49 1.348
46 O -5.40481 3.03758 0.58765  C45 1.348, C47 1.436
47 C -5.78321 3.90741 1.66575  O46 1.436, C48 1.517, H50 1.086, H51 1.091
48 C -6.75795 3.04285 2.44230  C47 1.517, O49 1.440, H52 1.091, H53 1.084
49 O -7.26811 2.17131 1.41642  C45 1.348, C48 1.440
50 H -4.89601 4.19697 2.22175  C47 1.086
51 H -6.26358 4.78839 1.23718  C47 1.091
52 H -6.26311 2.43207 3.19834  C48 1.091
53 H -7.58359 3.59167 2.88044  C48 1.084
54 O 4.39719 -5.99529 -4.90944  C55 1.191
55 C 5.56167 -5.96219 -5.15496  O54 1.191, O56 1.344, O59 1.354
56 O 6.28326 -6.98653 -5.64159  C55 1.344, C57 1.437
57 C 7.58508 -6.50339 -6.01295  O56 1.437, C58 1.516, H60 1.085, H61 1.090
58 C 7.71545 -5.25484 -5.16309  C57 1.516, O59 1.439, H62 1.090, H63 1.084
59 O 6.34154 -4.86876 -4.98021  C55 1.354, C58 1.439
60 H 8.32964 -7.26167 -5.79639  C57 1.085
61 H 7.58276 -6.28092 -7.08018  C57 1.090
62 H 8.14748 -5.46374 -4.18421  C58 1.090
63 H 8.25876 -4.45160 -5.64717  C58 1.084
64 O 4.50234 -1.19180 6.91606  C65 1.191
65 C 3.68367 -0.83345 6.12884  O64 1.191, O66 1.354, O69 1.345
66 O 2.90878 0.26532 6.28626  C65 1.354, C67 1.436
67 C 2.21418 0.51225 5.05392  O66 1.436, C68 1.519, H70 1.086, H71 1.091
68 C 2.22186 -0.86024 4.40425  C67 1.519, O69 1.435, H72 1.091, H73 1.086
69 O 3.39777 -1.45622 4.97135  C65 1.345, C68 1.435
70 H 1.22164 0.89883 5.26517  C67 1.086
71 H 2.78127 1.24500 4.47846  C67 1.091
72 H 1.35642 -1.45844 4.69304  C68 1.091
73 H 2.31681 -0.82860 3.32326  C68 1.086
74 O -9.75845 3.98878 2.83898  C75 1.194
75 C -10.08640 3.11206 2.09716  O74 1.194, O76 1.346, O79 1.346
76 O -10.41165 1.86647 2.49147  C75 1.346, C77 1.435
77 C -10.91292 1.14440 1.35693  O76 1.435, C78 1.518, H80 1.086, H81 1.091
78 C -10.30806 1.91097 0.19516  C77 1.518, O79 1.439, H82 1.090, H83 1.084
79 O -10.15744 3.22676 0.75835  C75 1.346, C78 1.439
80 H -10.59105 0.10943 1.42020  C77 1.086
81 H -12.00270 1.19684 1.37024  C77 1.091
82 H -9.32213 1.53591 -0.07968  C78 1.090
83 H -10.93941 1.96586 -0.68415  C78 1.084
84 O -10.15483 0.68292 -3.42591  C85 1.187
85 C -9.97523 1.82168 -3.70811  O84 1.187, O86 1.350, O89 1.355
86 O -9.61406 2.28118 -4.92537  C85 1.350, C87 1.432
87 C -9.72610 3.70895 -4.93070  O86 1.432, C88 1.520, H90 1.086, H91 1.091
88 C -9.61774 4.04653 -3.45265  C87 1.520, O89 1.431, H92 1.091, H93 1.086
89 O -10.11660 2.85321 -2.84032  C85 1.355, C88 1.431
90 H -8.93147 4.12674 -5.54175  C87 1.086
91 H -10.69714 3.97956 -5.34799  C87 1.091
92 H -8.58426 4.19297 -3.13533  C88 1.091
93 H -10.22425 4.89126 -3.13963  C88 1.086
94 O 4.65739 1.28909 12.92966  C95 1.188
95 C 4.15650 0.91812 11.91824  O94 1.188, O96 1.355, O99 1.350
96 O 2.86998 1.15699 11.56460  C95 1.355, C97 1.432
97 C 2.69237 0.75829 10.20102  O96 1.432, C98 1.518, H100 1.086, H101 1.091
98 C 3.81076 -0.24968 10.00761  C97 1.518, O99 1.434, H102 1.092, H103 1.085
99 O 4.78314 0.20253 10.95989  C95 1.350, C98 1.434
100 H 1.69499 0.34639 10.07464  C97 1.086
101 H 2.81302 1.63424 9.56136  C97 1.091
102 H 3.50402 -1.26146 10.27891  C98 1.092
103 H 4.22915 -0.25104 9.00691  C98 1.085
104 O 10.58465 -5.31856 -5.94594  C105 1.191
105 C 11.27294 -4.50596 -5.41232  O104 1.191, O106 1.349, O109 1.348
106 O 11.55299 -4.49020 -4.09258  C105 1.349, C107 1.434
107 C 12.58473 -3.52251 -3.85503  O106 1.434, C108 1.519, H110 1.086, H111 1.090
108 C 12.43444 -2.59983 -5.05288  C107 1.519, O109 1.434, H112 1.091, H113 1.086
109 O 11.87552 -3.47715 -6.04022  C105 1.348, C108 1.434
110 H 12.41093 -3.04236 -2.89691  C107 1.086
111 H 13.54543 -4.03829 -3.84421  C107 1.090
112 H 11.72621 -1.79109 -4.86851  C108 1.091
113 H 13.37041 -2.19420 -5.42455  C108 1.086

The following is a DFT calculation (the ωB97M-V functional and the def2-TZVPD basis) of a cluster of 11 separate species, C34H93N3O13 in total at a distorted geometry.

- E (hartree) = -2493.40573
- max |F| (eV/Å) = 3.34
- structure (SMILES) = COC[C@H](C)N.COC[C@H](C)N.COC[C@H](C)N.CC(C)O.CC(C)O.CC(C)O.CC(C)O.CC(C)O.CC(C)O.OCCO.OCCO

Bonds (Å) are listed after each position.
Cartesian coordinates (Å):
1 C -0.92855 -1.34249 -3.81863  O2 1.437, H7 1.090, H8 1.090, H9 1.090
2 O -2.23105 -0.89811 -4.23273  C1 1.437, C3 1.439
3 C -2.22863 -0.13622 -5.45367  O2 1.439, C4 1.490, H10 1.090, H11 1.090
4 C -3.59650 0.26831 -5.88289  C3 1.490, C5 1.573, N6 1.447, H12 1.090
5 C -4.51983 -0.95176 -6.24873  C4 1.573, H13 1.090, H14 1.090, H15 1.090
6 N -3.58288 1.12801 -7.04674  C4 1.447, H16 1.010, H17 1.010
7 H -0.21542 -0.54213 -3.62120  C1 1.090
8 H -0.49710 -1.86893 -4.66999  C1 1.090
9 H -0.88058 -1.97911 -2.93517  C1 1.090
10 H -1.63358 0.74700 -5.22143  C3 1.090
11 H -1.64244 -0.59036 -6.25258  C3 1.090
12 H -4.08309 0.80004 -5.06522  C4 1.090
13 H -4.95274 -1.39094 -5.34994  C5 1.090
14 H -3.99491 -1.69941 -6.84336  C5 1.090
15 H -5.35910 -0.67567 -6.88709  C5 1.090
16 H -3.00378 1.93952 -6.88492  N6 1.010
17 H -3.06014 0.62244 -7.74762  N6 1.010
18 C -7.28706 0.09436 -3.72218  O19 1.361, H24 1.090, H25 1.090, H26 1.090
19 O -6.45647 -0.55104 -2.85775  C18 1.361, C20 1.456
20 C -5.37654 0.25318 -2.30461  O19 1.456, C21 1.507, H27 1.090, H28 1.090
21 C -4.42135 -0.60515 -1.51598  C20 1.507, C22 1.529, N23 1.452, H29 1.090
22 C -3.27107 0.28903 -1.05075  C21 1.529, H30 1.090, H31 1.090, H32 1.090
23 N -4.01704 -1.77154 -2.28127  C21 1.452, H33 1.010, H34 1.010
24 H -7.54953 1.13131 -3.51257  C18 1.090
25 H -8.27223 -0.35776 -3.83677  C18 1.090
26 H -6.77105 0.12106 -4.68193  C18 1.090
27 H -4.88061 0.71843 -3.15649  C20 1.090
28 H -5.88654 1.00094 -1.69728  C20 1.090
29 H -4.94182 -0.94794 -0.62172  C21 1.090
30 H -2.66773 -0.44496 -0.51659  C22 1.090
31 H -3.64682 0.99620 -0.31128  C22 1.090
32 H -2.75659 0.80232 -1.86312  C22 1.090
33 H -4.89594 -2.03348 -2.70438  N23 1.010
34 H -3.53588 -1.37143 -3.07404  N23 1.010
35 C -3.56338 -6.80569 -2.82384  O36 1.403, H41 1.090, H42 1.090, H43 1.090
36 O -3.38866 -5.95250 -1.72389  C35 1.403, C37 1.414
37 C -2.15467 -5.26528 -1.66334  O36 1.414, C38 1.572, H44 1.090, H45 1.090
38 C -1.97289 -4.39913 -0.36406  C37 1.572, C39 1.594, N40 1.438, H46 1.090
39 C -1.79214 -5.36963 0.88721  C38 1.594, H47 1.090, H48 1.090, H49 1.090
40 N -3.10219 -3.53832 -0.13442  C38 1.438, H50 1.010, H51 1.010
41 H -3.57767 -6.23407 -3.75182  C35 1.090
42 H -4.46473 -7.41815 -2.80008  C35 1.090
43 H -2.73754 -7.49142 -3.01318  C35 1.090
44 H -1.38772 -6.03980 -1.66520  C37 1.090
45 H -2.06208 -4.52914 -2.46185  C37 1.090
46 H -1.10424 -3.76227 -0.53129  C38 1.090
47 H -2.55884 -6.14440 0.88355  C39 1.090
48 H -1.89373 -4.85399 1.84214  C39 1.090
49 H -0.81822 -5.83185 0.72619  C39 1.090
50 H -3.39953 -2.96038 -0.90751  N40 1.010
51 H -3.94027 -4.09819 -0.06919  N40 1.010
52 C 1.19180 -4.87416 3.32931  C53 1.487, H56 1.090, H57 1.090, H58 1.090
53 C 1.94918 -4.43517 2.12777  C52 1.487, C54 1.585, O55 1.381, H59 1.090
54 C 2.35759 -2.90557 2.20845  C53 1.585, H60 1.090, H61 1.090, H62 1.090
55 O 3.07450 -5.23543 2.12463  C53 1.381, H63 0.960
56 H 1.71788 -4.53278 4.22082  C52 1.090
57 H 1.04691 -5.94905 3.43747  C52 1.090
58 H 0.15322 -4.55493 3.41620  C52 1.090
59 H 1.35069 -4.63775 1.23959  C53 1.090
60 H 2.99093 -2.66254 3.06163  C54 1.090
61 H 1.41982 -2.36213 2.32412  C54 1.090
62 H 2.80864 -2.55272 1.28101  C54 1.090
63 H 3.45260 -5.27554 3.00612  O55 0.960
64 C 4.56683 -1.70589 -0.67873  C65 1.541, H68 1.090, H69 1.090, H70 1.090
65 C 5.98289 -2.12699 -0.24196  C64 1.541, C66 1.558, O67 1.393, H71 1.090
66 C 5.84963 -3.18565 0.89367  C65 1.558, H72 1.090, H73 1.090, H74 1.090
67 O 6.68606 -2.70902 -1.29358  C65 1.393, H75 0.960
68 H 4.05613 -1.15357 0.11008  C64 1.090
69 H 4.02853 -2.63132 -0.88348  C64 1.090
70 H 4.52812 -1.07796 -1.56884  C64 1.090
71 H 6.63599 -1.35396 0.16299  C65 1.090
72 H 6.81949 -3.49597 1.28250  C66 1.090
73 H 5.31034 -4.08037 0.58262  C66 1.090
74 H 5.30180 -2.79470 1.75107  C66 1.090
75 H 6.93918 -2.01134 -1.90249  O67 0.960
76 C 4.51977 5.07053 -1.40505  C77 1.561, H80 1.090, H81 1.090, H82 1.090
77 C 5.23062 4.79372 -0.04298  C76 1.561, C78 1.572, O79 1.407, H83 1.090
78 C 4.74645 3.39384 0.48200  C77 1.572, H84 1.090, H85 1.090, H86 1.090
79 O 6.59362 4.62983 -0.35051  C77 1.407, H87 0.960
80 H 4.70864 4.30836 -2.16104  C76 1.090
81 H 4.86093 6.01308 -1.83320  C76 1.090
82 H 3.43580 5.08739 -1.29180  C76 1.090
83 H 5.08534 5.58181 0.69587  C77 1.090
84 H 5.24200 3.09699 1.40634  C78 1.090
85 H 4.82642 2.57086 -0.22821  C78 1.090
86 H 3.68477 3.46365 0.71876  C78 1.090
87 H 7.04296 4.82851 0.47424  O79 0.960
88 C 1.91699 5.84830 1.66723  C89 1.550, H92 1.090, H93 1.090, H94 1.090
89 C 1.48120 7.25878 1.19565  C88 1.550, C90 1.499, O91 1.397, H95 1.090
90 C 2.40877 7.84883 0.17719  C89 1.499, H96 1.090, H97 1.090, H98 1.090
91 O 0.28896 6.99503 0.51662  C89 1.397, H99 0.960
92 H 1.93793 5.11193 0.86385  C88 1.090
93 H 1.18314 5.46328 2.37528  C88 1.090
94 H 2.89753 5.75875 2.13480  C88 1.090
95 H 1.37738 8.03802 1.95070  C89 1.090
96 H 2.51242 7.12164 -0.62814  C90 1.090
97 H 3.42152 8.03296 0.53572  C90 1.090
98 H 1.91566 8.77256 -0.12555  C90 1.090
99 H 0.56581 6.64210 -0.33214  O91 0.960
100 C 0.86370 2.20237 -0.02514  C101 1.581, H104 1.090, H105 1.090, H106 1.090
101 C 0.01944 0.86613 -0.04745  C100 1.581, C102 1.583, O103 1.458, H107 1.090
102 C 0.78614 -0.49461 -0.30626  C101 1.583, H108 1.090, H109 1.090, H110 1.090
103 O -0.81485 0.72020 1.13899  C101 1.458, H111 0.960
104 H 1.50333 2.39388 0.83643  C100 1.090
105 H 0.12742 3.00579 -0.04777  C100 1.090
106 H 1.43110 2.32319 -0.94795  C100 1.090
107 H -0.63522 1.00831 -0.90728  C101 1.090
108 H 1.37410 -0.77097 0.56898  C102 1.090
109 H 1.56819 -0.33776 -1.04916  C102 1.090
110 H 0.16488 -1.35269 -0.56282  C102 1.090
111 H -1.46719 0.02398 1.03258  O103 0.960
112 C 2.26553 2.76541 4.00892  C113 1.511, H116 1.090, H117 1.090, H118 1.090
113 C 3.35931 1.87114 4.54558  C112 1.511, C114 1.544, O115 1.435, H119 1.090
114 C 3.27355 0.46011 3.92511  C113 1.544, H120 1.090, H121 1.090, H122 1.090
115 O 4.60553 2.37535 4.04449  C113 1.435, H123 0.960
116 H 2.32973 3.77787 4.40756  C112 1.090
117 H 1.32989 2.33898 4.37063  C112 1.090
118 H 2.16991 2.81948 2.92447  C112 1.090
119 H 3.26880 2.07365 5.61277  C113 1.090
120 H 4.21911 -0.07984 3.97472  C114 1.090
121 H 2.90302 0.43667 2.90029  C114 1.090
122 H 2.50954 -0.07256 4.49136  C114 1.090
123 H 5.37396 1.81499 4.17533  O115 0.960
124 O -1.22033 3.69863 4.38583  C125 1.420, H128 0.960
125 C -1.43815 2.85653 3.26345  O124 1.420, C126 1.592, H129 1.090, H130 1.090
126 C -2.98230 2.63943 2.94453  C125 1.592, O127 1.435, H131 1.090, H132 1.090
127 O -3.62004 2.04681 4.08575  C126 1.435, H133 0.960
128 H -1.74231 3.27226 5.06946  O124 0.960
129 H -0.94117 3.31128 2.40652  C125 1.090
130 H -0.96777 1.91816 3.55721  C125 1.090
131 H -3.10755 1.90620 2.14780  C126 1.090
132 H -3.45719 3.53649 2.54718  C126 1.090
133 H -3.70867 2.67372 4.80736  O127 0.960
134 O -0.11167 -0.42423 3.53969  C135 1.434, H138 0.960
135 C -1.31214 -1.12325 3.89505  O134 1.434, C136 1.557, H139 1.090, H140 1.090
136 C -1.69091 -2.21581 2.85236  C135 1.557, O137 1.394, H141 1.090, H142 1.090
137 O -2.18778 -1.57579 1.71862  C136 1.394, H143 0.960
138 H -0.19305 0.06456 2.71746  O134 0.960
139 H -1.16536 -1.78593 4.74794  C135 1.090
140 H -2.17960 -0.50695 4.13123  C135 1.090
141 H -2.45746 -2.88547 3.24230  C136 1.090
142 H -0.85316 -2.79469 2.46354  C136 1.090
143 H -2.33205 -2.26640 1.06759  O137 0.960